The following is a quantum chemistry calculation of a structure of composition C39H55N6O5PS5SiTi, from the Open Molecules 2025 dataset.

Each line ends with the Mulliken charge.
Element x y z (Å)
H  -3.5558  -3.7153  0.7770  0.4587
H  -3.1929  3.5331  2.4837  0.2167
H  -4.8152  -1.0386  5.2883  0.2647
H  -0.6642  0.8687  7.1503  0.4013
C  -1.5861  0.4630  6.7496  -0.7718
C  -2.6471  2.3676  -3.1894  0.3265
C  -1.0046  1.8542  -6.2694  -0.9430
H  -4.3514  4.3236  3.5698  0.4809
O  -3.8485  1.0965  0.3258  -0.5849
C  1.5995  2.5654  -5.8821  -1.2179
C  -2.1797  -2.0332  -4.7853  -0.0800
H  -0.6225  1.1984  -7.0677  0.4035
C  0.5290  -2.6178  -4.6409  0.5737
C  -5.8266  -1.1726  2.5728  -0.2679
H  -3.5793  3.3500  -4.8566  0.2114
H  -1.2374  3.5950  -7.5247  0.5260
C  -1.5982  0.7999  1.1687  0.8751
O  -2.3007  0.1023  -0.9514  0.0140
H  -1.6626  -3.0891  -6.5764  0.3182
H  0.4656  -2.3567  -3.5830  -0.8384
H  2.1127  1.2198  -1.8215  -0.2362
C  -0.7528  2.0452  0.8596  -1.2697
C  -1.7340  -3.2990  -5.5042  -1.2003
C  -1.9510  0.7400  5.4381  -0.3399
Ti  -0.2857  -0.2629  -0.8861  -0.9692
H  -2.2559  -2.2477  -3.7120  0.0903
H  -6.2282  1.2633  4.5876  0.2322
H  -4.9547  1.0687  -5.1788  0.3211
H  -7.4348  -2.5401  2.1805  0.3881
C  -2.7155  0.6686  0.1232  0.3219
H  -2.1038  -0.5696  8.5615  0.3462
H  -4.1793  -1.5313  7.6092  0.3983
N  -0.2322  0.1460  -2.7281  0.6529
H  -3.0787  3.2839  4.2280  0.2807
S  1.9807  -1.2862  -0.6471  -0.4667
O  1.0047  3.7801  -0.1194  -0.8227
H  1.0984  3.4200  -7.8071  0.3475
H  -2.5962  -1.6621  1.6734  0.4998
H  -2.7838  2.2794  -2.1055  -0.3444
H  -5.1980  2.6904  1.2045  0.2929
C  -5.5589  -3.2743  1.4358  -0.6277
C  -3.6585  -1.8478  1.8085  -0.7300
S  3.0805  -4.0008  -1.2941  -0.1598
C  -3.9008  0.3449  -3.4454  0.0715
C  -3.5544  -0.8818  7.0066  -0.7270
C  -3.1267  0.2275  4.8853  0.0404
Si  -3.6299  0.6513  3.0985  -0.2442
H  -4.0226  0.3432  -2.3587  -0.2407
N  -0.4101  1.5242  -4.9843  1.4267
H  -5.9169  3.0851  -4.0771  0.4754
C  0.8025  3.5417  -6.7611  -0.7005
P  -1.1105  0.3879  -3.9804  -1.3075
H  1.0431  4.5720  -6.4859  0.3227
S  0.5456  -5.2493  -1.5855  -0.0788
C  -4.2005  -3.0186  1.2989  -0.6325
H  -2.0798  1.6814  -6.2060  0.4142
C  -2.3903  -0.3455  7.5404  -0.4862
H  -1.3785  2.8949  0.5623  0.3620
N  3.4144  2.4388  -0.7139  -0.7680
H  -0.2129  2.3361  1.7659  0.6339
H  -3.1660  -1.7539  -5.1588  0.4527
C  2.1768  2.2516  -1.4799  0.4588
H  -6.1623  3.0252  4.6830  0.5959
C  -5.7165  2.4731  2.1334  -1.6809
C  -3.9111  -0.5967  5.6955  0.0656
H  -1.1076  3.9314  -5.8048  0.2100
H  -6.4844  -0.4551  3.0533  0.1889
H  -5.9842  -4.1864  1.0329  0.3720
H  -6.3519  3.3292  2.3978  0.5325
H  3.4304  3.3932  -0.3722  0.2680
H  -6.0035  0.5651  -3.8453  0.4239
O  -2.1341  0.8996  2.4705  0.0105
C  -6.3720  -2.3508  2.0771  -0.7722
C  0.4921  -3.5351  -1.2297  -0.5715
C  -5.0705  1.0822  -4.0887  -1.2393
H  1.3990  1.5470  -3.9763  0.2111
C  0.8234  2.2059  -4.6231  -0.3266
H  -1.3007  1.3456  4.8175  0.4092
C  1.7006  -2.9477  -1.0766  0.4536
H  1.8030  1.6431  -6.4339  0.2609
H  -5.3453  2.5056  -2.5119  0.1397
H  0.1216  -1.5962  -6.5122  0.4809
H  -1.6810  2.8439  -3.3564  0.0977
C  -0.3948  -3.8024  -4.9619  -0.5758
C  1.0268  2.6177  -0.5567  0.2405
H  4.2210  2.2936  -1.3073  0.2502
N  0.1668  1.6562  -0.2037  0.5395
S  -1.0393  -2.7333  -1.0958  -0.3712
H  2.1175  2.9200  -2.3478  0.1085
H  -0.5633  -4.3873  -4.0569  0.1279
C  -5.1184  2.5226  -3.5832  -0.6005
C  -5.5493  2.1211  4.5811  -2.1176
H  -3.8771  -0.6902  -3.7582  0.4263
C  2.2471  -5.4632  -1.6192  0.1408
C  -4.4649  -0.8987  2.4490  1.1137
C  -3.7782  3.4040  3.3957  -1.5820
H  -6.3645  1.6149  1.9422  0.2823
H  0.8180  -0.5801  -5.2611  0.1748
C  -4.7350  2.2088  3.2794  2.6039
H  -3.7701  4.1975  -3.3173  0.4197
H  0.0698  -4.4729  -5.6908  0.2755
H  0.6244  3.1195  -4.0423  0.3449
H  2.5668  2.9928  -5.6094  0.4373
H  1.5727  -2.8653  -4.8486  0.6412
C  -3.7696  3.2092  -3.7860  -1.2180
H  -2.5094  -4.0592  -5.3839  0.5334
O  -0.8016  -0.2982  1.0126  -0.4043
H  -4.9116  2.0449  5.4622  0.3763
C  -0.7098  3.3091  -6.6113  -0.9205
C  0.1094  -1.3890  -5.4344  -0.9698
S  2.9988  -6.9153  -1.9506  -0.3690
N  -1.2423  -0.9222  -5.0467  0.0691
N  -2.6545  1.0294  -3.7976  1.0483

The value obtained for the LUMO energy is 0.149 Eh. As for the energy above the lowest of the compared OMol25 structures with the same formula, charge and spin: 0.000 eV. As for the orbital gap: 5.88 eV. As for the total energy: -154983.38562 eV. As for the net charge: -2. Its spin multiplicity is 1.